Record 1
# C3H8OS

A cluster of 2 separate species, C3H8OS in total (wB97M-V/def2-TZVPD, the OMol25 dataset).

ΔE to the lowest compared entry with this formula, charge and spin ... 90.3 kJ/mol
Spin multiplicity ... 1

```
13
Properties=species:S:1:pos:R:3:forces:R:3
S -1.2627 1.1863 -0.0003 0.24 0.12 0.03
O 1.8837 0.6142 -0.7480 0.14 0.13 -0.12
C 2.4351 1.5358 -0.2094 -0.11 -0.60 0.17
C -1.2443 -0.5877 -0.3923 -0.64 -0.49 0.13
C -1.0223 -1.4704 0.8284 -0.20 0.06 -0.08
H -0.5407 -0.8849 -1.1590 0.24 0.56 -0.20
H -0.1380 -1.1716 1.3866 -0.09 0.13 0.15
H -1.9236 -1.4589 1.4436 0.26 0.06 0.32
H -0.8649 -2.4997 0.5138 -0.05 -0.13 -0.10
H -2.2513 -0.7675 -0.7690 0.12 -0.29 -0.19
H 2.8205 2.3903 -0.7765 0.05 0.23 -0.08
H -0.4744 1.5838 -1.0019 0.00 0.04 -0.02
H 2.5830 1.5303 0.8839 0.04 0.17 -0.01
```
Forces are in eV/Å.

Löwdin population analysis, charges in e, atoms 1 to 5: number 1, S, carries 0.68; number 2, O, carries -0.04; number 3, C, carries -0.14; number 4, C, carries -0.62; number 5, C, carries -0.18



Record 2
# C35H38N2O5S2

A structure of composition C35H38N2O5S2 in a non-equilibrium geometry (wB97M-V/def2-TZVPD, the OMol25 dataset).

ΔE to the lowest compared entry with this formula, charge and spin ... 367.6 kJ/mol
Spin multiplicity ... 1

```
82
Properties=species:S:1:pos:R:3:forces:R:3
S 0.6646 -0.9403 -2.0793 1.65 0.61 1.62
S -2.1545 -1.6370 -1.1396 0.05 -0.59 0.74
O 1.2640 0.1925 -2.8146 -1.30 -0.46 -0.31
O 1.1210 -1.2408 -0.7109 -0.62 -0.03 -0.39
O -1.8354 -2.3404 0.1000 -0.32 -0.21 -0.17
O -1.6614 0.9567 -1.9985 0.36 1.07 0.72
O -1.5411 -2.1341 -2.3955 0.98 0.28 -0.07
N 5.1222 -0.0940 -0.2986 0.79 -0.23 0.42
N -2.5479 1.4587 5.0724 0.14 0.04 0.79
C -3.4775 2.5202 5.4112 -0.44 -0.13 -0.24
C 5.5594 1.2867 -2.3086 0.01 0.24 0.10
C 1.9436 0.8440 1.2693 0.11 -0.33 -0.54
C -4.6915 -2.6422 -0.5916 -0.14 0.06 0.12
C -5.7052 -2.1755 -3.1548 0.21 -0.11 0.44
C -4.3741 -1.8514 -2.8586 -0.51 0.13 -0.22
C 3.9800 0.6063 -0.0401 -1.08 -0.11 -0.43
C 5.7973 -0.0262 -1.5798 -0.09 -0.23 -0.18
C -6.5256 -2.7476 -2.1730 0.21 0.16 0.01
C -1.0688 1.1096 1.1970 -0.11 -0.37 -0.24
C 5.5837 -1.1666 0.5620 0.20 0.15 0.08
C 2.0388 1.6902 -0.9710 0.47 0.25 0.70
C 2.3736 -2.0115 -3.9837 -0.13 -0.27 0.11
C -0.8785 0.0390 2.0795 0.01 0.26 0.07
C -2.1706 2.3443 -1.9554 0.33 -0.45 -0.26
C 3.2921 0.5057 1.1995 0.14 0.26 -0.31
C -2.3922 2.2940 2.8278 0.22 -0.64 0.04
C -0.2636 1.3082 -0.0771 1.72 1.19 1.55
C 3.5108 -2.7711 -4.2673 -0.04 -0.16 0.21
C 3.3837 1.3625 -1.0822 -0.47 -0.14 0.88
C 1.6301 -2.3132 -2.8483 -0.12 -0.23 -0.40
C -2.1317 1.2770 3.7837 0.19 0.24 -0.94
C -3.1834 3.8151 4.6664 0.15 -0.06 0.22
C -0.8207 0.4909 -1.1135 -1.97 -2.31 -3.77
C 3.0903 -4.1374 -2.3062 -0.10 0.20 -0.22
C -3.8930 -2.0791 -1.5777 0.12 0.39 0.39
C -2.3779 0.4092 6.0518 0.08 -0.07 -0.08
C 3.8945 -3.8038 -3.4043 -0.19 0.04 -0.02
C -1.4108 0.1308 3.3642 -0.10 0.03 0.10
C 1.2789 1.2239 0.0931 -0.58 0.96 0.81
C 1.9380 -3.3997 -2.0318 0.02 -0.12 -0.34
C 4.0693 1.6083 -2.3757 0.26 0.05 -0.74
C -3.0728 3.5712 3.1711 -0.60 0.58 -0.11
C -1.9206 2.1490 1.5397 0.50 0.05 0.43
C -6.0138 -2.9816 -0.8945 0.12 -0.01 -0.06
H -2.6394 2.5725 -0.9892 0.23 -0.23 -0.43
H -2.9187 -0.5071 5.7759 0.03 0.05 0.08
H 6.4584 -0.8519 1.1510 -0.12 -0.09 0.01
H 6.0757 2.1032 -1.7892 0.01 -0.15 0.00
H -0.4109 2.3599 -0.3692 -0.19 -0.28 -0.07
H -1.3298 3.0071 -2.1846 -0.32 0.04 0.09
H -7.5664 -2.9923 -2.4018 0.38 0.06 0.07
H 5.9815 1.2179 -3.3159 0.01 0.02 0.13
H -6.6350 -3.4290 -0.1158 0.14 0.13 -0.29
H -0.2658 -0.8227 1.7841 -0.36 0.42 0.11
H -2.7563 0.7643 7.0137 0.09 -0.12 -0.16
H -4.0629 3.5794 2.6912 0.05 0.05 0.22
H 3.8199 0.1087 2.0683 -0.29 0.23 -0.19
H -2.2463 4.2503 5.0289 -0.06 -0.12 0.05
H -6.0993 -1.9809 -4.1475 0.07 -0.05 0.10
H 5.8993 -2.0251 -0.0486 -0.17 0.17 0.07
H 2.0837 -1.1683 -4.6039 0.14 -0.11 0.14
H -4.5082 2.2021 5.1617 0.11 0.09 0.11
H 6.8683 -0.1809 -1.3922 -0.12 0.08 -0.13
H -2.5215 4.4094 2.7248 -0.10 -0.17 0.00
H 4.1043 -2.5323 -5.1488 -0.08 -0.07 0.23
H 4.8168 -4.3619 -3.5880 -0.34 0.19 0.01
H 3.3675 -4.9567 -1.6443 -0.05 0.16 -0.19
H -4.2786 -2.8134 0.4044 -0.08 0.06 -0.32
H -3.9777 4.5338 4.8730 0.04 0.02 0.06
H -3.7339 -1.4125 -3.6206 -0.07 -0.14 0.18
H -2.9134 2.3681 -2.7533 0.17 0.04 0.13
H 3.9171 2.6527 -2.6848 0.07 -0.16 0.04
H -1.2138 -0.6685 4.0804 -0.11 0.20 -0.30
H -1.3177 0.1580 6.1706 -0.12 -0.01 0.02
H 1.5717 2.3318 -1.7174 0.10 -0.46 -0.15
H -3.4361 2.6666 6.4965 0.00 0.07 -0.24
H 3.5769 0.9971 -3.1522 0.18 0.08 0.22
H -2.1065 2.9524 0.8216 0.16 -0.11 0.39
H 1.4116 0.7789 2.2170 0.14 -0.22 -0.31
H 4.8059 -1.5034 1.2542 0.09 0.08 -0.27
H 1.2989 -3.6433 -1.1887 0.21 0.16 -0.04
H 5.4572 -0.8647 -2.2179 0.05 0.13 0.09
```
Forces are in eV/Å.

Löwdin population analysis, charges in e, atoms 1 to 5: number 1, S, carries 0.87; number 2, S, carries 0.80; number 3, O, carries -0.38; number 4, O, carries -0.36; number 5, O, carries -0.40



Record 3
# C39H47BClF9IO31P

A cluster of 10 separate species, C39H47BClF9IO31P in total in a non-equilibrium geometry (wB97M-V/def2-TZVPD, the OMol25 dataset).

Spin multiplicity ... 1

```
130
Properties=species:S:1:pos:R:3:forces:R:3
I 4.5324 -0.3986 1.6049 -1.03 0.03 -0.34
Cl 2.2435 -0.5345 -5.0310 0.81 0.02 1.11
P 3.2487 -1.5947 -3.4474 1.01 -1.40 -0.36
F -6.4896 1.4325 6.2777 0.26 -0.01 0.20
F -4.5121 -0.7786 3.9162 -0.31 0.16 -0.06
F -2.2725 -5.6341 7.5897 -0.08 -0.12 -0.27
F -2.4117 -3.6495 2.6662 -0.06 -0.38 -0.58
F -0.6168 2.6655 -9.4032 -0.12 0.06 -0.17
F 4.8394 7.0678 -4.2573 0.15 -0.13 -0.13
F 4.3997 -2.7215 -8.3130 0.29 0.14 -0.04
F -5.3818 5.8132 5.6370 -0.18 -0.02 0.04
F 10.3673 0.6328 -2.0395 0.04 -0.11 0.15
O 6.0898 1.2345 -3.0254 1.30 -0.14 -0.12
O -2.9693 3.6161 4.6057 -0.53 -0.07 -0.63
O -9.0060 1.4306 3.9554 -0.23 0.06 0.70
O -2.0012 -1.3917 7.5170 -0.34 0.35 -1.49
O 8.1361 0.8690 -2.1200 -0.58 -0.27 -0.70
O 1.0591 -4.7018 -10.4474 0.79 0.54 1.04
O -1.4671 -1.4800 5.3146 -0.55 0.30 0.95
O -8.7229 1.6530 6.1846 -0.06 -0.41 -0.56
O 3.0994 6.2490 -3.0998 -0.81 0.44 -0.47
O -1.4291 -6.9307 2.7290 0.35 0.48 0.48
O 0.9477 -0.9204 -2.1814 -0.38 -1.54 1.58
O -1.0381 -4.9961 3.8265 0.09 -0.30 -0.55
O -4.8690 4.5676 3.8406 0.49 -0.72 0.15
O -3.5963 3.3086 2.4470 -0.20 0.53 1.38
O -4.1638 -5.4524 11.5920 0.65 0.40 -1.24
O 1.0824 6.2328 -2.0658 0.89 0.65 -0.91
O -3.2614 -3.8111 10.3137 -0.37 -0.87 0.14
O -10.7645 2.0055 5.2658 1.53 -0.31 -0.16
O -3.4178 -5.9116 9.5008 -0.36 0.62 0.13
O 2.8647 -3.5244 -9.7430 -0.70 0.00 0.27
O 1.3213 -4.2170 -8.2472 0.27 -0.01 -0.90
O 7.8393 0.6463 -4.3445 -0.59 0.19 0.89
O 1.5729 7.8383 -3.5907 0.09 -0.66 0.33
O 0.5734 -1.2923 -7.8108 -0.54 1.41 -0.07
O 0.0730 -3.0566 -1.4280 0.93 5.26 -0.48
O 4.9102 -1.1564 -3.4260 -2.95 1.39 0.08
O -0.0653 0.5268 -9.0025 -0.32 -0.28 0.69
O -3.5446 -0.8604 5.9419 0.71 0.12 0.05
O -0.2814 0.5227 -6.7560 0.12 -0.47 -0.71
O -0.1532 -6.9328 4.6028 -0.91 0.81 -1.05
O -0.8332 -1.2356 1.1353 0.87 1.01 -1.80
C 1.6921 -4.1960 -9.5601 -1.18 -0.96 -1.08
C 2.9476 0.6192 -1.6958 -1.08 0.22 -1.22
C -3.6583 -5.0921 10.5638 -0.64 -0.29 1.89
C 2.2759 -2.4744 1.7934 -0.05 0.78 1.31
C 3.5579 3.6359 -1.6328 5.74 -0.61 -2.48
C -0.8144 -6.3414 3.7959 1.07 -1.51 1.49
C 2.7690 8.1753 -4.2737 -0.15 0.93 -0.58
C -7.6207 1.2891 4.2231 0.49 -0.25 -0.96
C -0.9342 1.5837 -8.6541 0.13 0.48 -0.63
C -3.7931 3.7893 3.5312 0.51 -0.61 -1.74
C -2.6002 -3.8302 9.0576 0.24 1.01 -0.32
C 1.8500 6.7290 -2.8456 -1.19 -0.60 1.33
C -3.1757 -5.0473 8.4107 0.47 -0.48 -0.26
C -3.4750 4.4445 5.6416 0.65 -0.01 0.95
C 1.9308 1.6391 -0.9717 1.06 0.51 1.25
C -0.6247 1.8213 -7.2120 -0.28 0.62 0.87
C -2.0391 -0.0914 -1.0037 0.70 -0.04 -0.30
C 9.2460 0.1601 -2.6311 0.67 0.13 0.52
C 7.2521 0.9449 -3.1518 -1.11 0.36 -0.18
C -3.3745 -0.4841 4.5912 -0.46 0.11 -0.23
C -2.3103 -1.2585 6.3622 0.88 -0.37 1.34
C 9.2263 0.4956 -4.0863 0.61 -0.21 -0.94
C 2.0068 3.1407 -1.5678 1.39 -0.12 0.62
C -4.9085 4.6054 5.2527 -0.51 0.68 0.19
C 2.3896 -3.6360 -7.5165 -0.28 0.00 1.18
C -2.2450 -1.3444 4.1342 0.35 -0.20 -0.83
C 3.5004 6.8728 -4.3010 0.75 -0.18 0.17
C -1.5253 -4.6701 2.5429 0.02 0.29 0.15
C 2.8722 -1.8185 -0.6557 0.98 0.15 -0.04
C 2.3563 -0.9032 -1.8668 2.75 1.15 0.26
C 4.8394 3.7509 -1.9405 -6.33 -0.72 1.73
C -2.3139 1.2823 -0.1914 -1.37 0.07 -0.20
C 3.0667 -2.7982 -8.5490 0.66 0.29 -0.06
C 0.1438 -1.7857 -1.3762 -0.62 -3.50 1.01
C 2.6061 -1.1943 0.8373 -0.43 -2.53 -0.47
C 0.1192 -0.1809 -7.8533 0.73 -1.58 0.33
C -9.6044 1.7247 5.1464 -2.16 0.65 -0.09
C -2.2093 -5.9241 2.1047 -0.55 -0.48 -0.85
C -7.6069 0.9524 5.6789 0.25 0.15 0.47
B -0.8871 -1.0502 -0.3007 -0.77 1.03 -0.07
H 1.1655 -2.7711 1.8057 1.58 0.61 -0.39
H -7.1810 0.5008 3.6091 -0.21 0.08 0.00
H 5.0264 -0.1581 -3.4056 0.10 -1.16 0.08
H 9.6566 -0.2963 -4.7021 -0.27 0.07 -0.01
H 2.8892 -3.4119 1.5391 -0.74 1.66 0.22
H 0.8269 1.3199 -0.9670 1.65 0.24 -0.36
H -1.4807 2.2168 -6.6621 0.10 -0.23 0.04
H -1.6623 0.1812 -2.0734 -0.72 -0.51 1.77
H -7.1103 2.2319 4.0025 0.04 -0.04 0.22
H -1.5206 -3.9068 9.2169 -0.09 -0.20 -0.16
H -5.5664 3.8133 5.6235 -0.06 0.17 0.03
H -2.9980 -0.7395 -1.1679 1.51 1.25 0.47
H 0.2265 2.4935 -7.0676 -0.05 -0.02 -0.26
H 3.0821 1.0098 -2.7905 -0.27 -0.49 1.91
H -2.8070 -2.9205 8.4911 -0.03 -0.25 0.45
H -2.2067 -6.0423 1.0194 0.12 -0.14 0.16
H 3.0347 -4.4288 -7.1253 0.16 0.14 -0.20
H 4.0384 -1.8487 -0.7484 -2.12 0.08 -0.13
H 2.2511 1.7082 0.1493 -0.57 -0.07 -1.86
H -3.1742 0.5904 4.5309 -0.23 -0.02 -0.04
H -1.6667 -0.8801 3.3343 0.01 -0.11 0.24
H 1.5077 3.1166 -2.6117 1.07 0.47 1.68
H -1.5318 2.1154 -0.3929 -1.15 -1.65 0.44
H 2.5362 -2.1545 2.8857 -0.51 -0.79 -1.89
H 4.0167 0.5988 -1.2468 -2.05 0.03 -0.52
H 2.6498 -1.7936 -8.6551 0.23 -0.12 0.02
H -3.2411 -5.9899 2.4630 0.09 0.24 0.06
H 2.5614 -2.9422 -0.7257 0.12 2.23 0.13
H -3.3592 3.9682 6.6169 0.07 -0.10 -0.22
H -2.4628 1.1105 0.9530 0.43 0.34 -2.10
H 3.3027 8.9477 -3.7120 0.16 -0.23 -0.02
H -0.2663 -0.5550 1.5801 -0.71 -0.91 -0.59
H 5.9746 3.8342 -2.1499 -2.83 -0.05 0.63
H 9.1330 -0.9063 -2.4137 0.10 0.11 0.12
H 1.4709 3.8426 -0.8331 0.64 -0.99 -1.47
H -3.3299 1.6972 -0.5921 1.85 -0.56 0.87
H -4.1095 -4.8693 7.8681 0.10 -0.14 -0.10
H 2.0161 -3.0431 -6.6798 -0.14 -0.10 -0.21
H 1.7873 -0.3922 0.8619 1.51 -1.11 0.03
H 2.5556 8.5543 -5.2750 -0.18 -0.07 0.17
H -1.9696 1.2881 -8.8490 0.08 0.12 -0.14
H 3.2461 6.2320 -5.1509 0.20 0.00 0.04
H -2.9298 5.3929 5.6468 -0.26 0.03 -0.06
H 9.7415 1.4343 -4.3105 0.02 -0.06 0.25
H -0.6940 -4.3638 1.9007 -0.17 0.21 0.02
H -7.7136 -0.1149 5.8953 0.17 0.11 0.12
H -2.5743 -2.3343 3.8002 -0.11 0.87 0.45
```
Forces are in eV/Å.

Löwdin population analysis, charges in e, atoms 1 to 5: number 1, I, carries 0.80; number 2, Cl, carries 0.23; number 3, P, carries 0.73; number 4, F, carries 0.07; number 5, F, carries 0.08



Record 4
# C2H3N5O

The molecule C2H3N5O in a non-equilibrium geometry (wB97M-V/def2-TZVPD, the OMol25 dataset).

ΔE to the lowest compared entry with this formula, charge and spin ... 417.3 kJ/mol
Spin multiplicity ... 1

```
11
Properties=species:S:1:pos:R:3:forces:R:3
O 1.4115 1.4257 0.2358 -1.10 -1.55 -1.29
N 0.3063 -0.6973 0.4855 0.97 3.01 -2.77
N 0.1008 2.0561 -0.0292 1.18 2.50 0.31
N 2.7335 -0.4904 -0.3269 -5.79 0.78 2.20
N -0.9615 1.4784 -0.1317 2.97 -3.06 0.35
N -1.9714 -0.6154 -0.1397 4.69 -2.26 0.40
C 1.5418 0.0191 0.0421 1.93 -0.23 0.86
C -0.7189 0.0264 0.0857 -3.56 -3.62 0.43
H -2.7392 -0.0865 -0.0763 -3.32 2.59 0.14
H -2.1669 -1.6363 -0.0572 1.06 1.42 0.09
H 2.4640 -1.4798 -0.0883 0.96 0.42 -0.72
```
Forces are in eV/Å.

Löwdin population analysis, charges in e, atoms 1 to 5: number 1, O, carries -0.03; number 2, N, carries 0.15; number 3, N, carries 0.06; number 4, N, carries 0.13; number 5, N, carries 0.11



One value per record, in order, for HOMO-LUMO gap: 9.415; 5.298; 8.373; 9.350 eV.